# 1
{
  "formula": "C6H14N2",
  "method": "wB97M-V/def2-TZVPD",
  "symbols": ["C", "C", "C", "C", "C", "C", "N", "N", "H", "H", "H", "H", "H", "H", "H", "H", "H", "H", "H", "H", "H", "H"],
  "positions_angstrom": [[2.361, 0.179, 0.466], [-1.179, -0.380, -1.995], [-0.842, -1.469, 1.020], [0.914, 0.437, 1.121], [0.094, -0.107, -1.184], [-0.196, -0.233, 0.369], [-1.171, 2.122, 0.572], [-1.777, 1.080, 0.462], [2.487, 0.819, -0.444], [3.022, 0.569, 1.293], [2.433, -0.839, 0.222], [-2.007, 0.167, -1.758], [-1.385, -1.408, -1.645], [-1.005, -0.308, -3.086], [-1.340, -2.067, 0.199], [-1.533, -1.030, 1.673], [-0.089, -1.915, 1.526], [0.622, 1.448, 1.203], [1.010, -0.074, 2.060], [0.741, -0.909, -1.330], [0.525, 0.861, -1.365], [-1.683, 3.057, 0.621]],
  "homo_ev": -7.5,
  "e_above_lowest_kj_mol": 398.6,
  "fmax_ev_per_a": 4.95,
  "energy_ev": -9425.353
}

***

# 2
{
  "formula": "C6H14N2",
  "method": "wB97M-V/def2-TZVPD",
  "symbols": ["C", "C", "N", "N", "H", "H", "H", "H", "H", "H", "C", "C", "C", "C", "H", "H", "H", "H", "H", "H", "H", "H"],
  "positions_angstrom": [[1.545, 0.049, 1.398], [0.195, -0.621, 1.553], [-0.961, 0.320, 1.516], [0.043, -1.448, 2.544], [-0.966, 1.048, 2.232], [-1.814, -0.215, 1.666], [0.641, -2.252, 2.700], [1.927, 0.361, 2.375], [2.260, -0.695, 1.048], [1.520, 0.938, 0.771], [-0.877, 1.707, -1.312], [0.672, -0.839, -2.011], [-1.154, 0.361, -0.705], [-0.334, -0.780, -0.887], [-2.219, 0.195, -0.568], [-0.875, -1.717, -0.794], [-1.631, 2.444, -1.033], [1.215, 0.096, -2.157], [1.385, -1.656, -1.878], [0.118, 2.077, -1.068], [-0.904, 1.657, -2.403], [0.213, -1.031, -2.988]],
  "homo_ev": -7.3,
  "e_above_lowest_kj_mol": 383.7,
  "fmax_ev_per_a": 5.36,
  "energy_ev": -9425.508,
  "smiles": "[H]/N=C(\\C)N.C/C=C\\C"
}